# C22H22O12PdS4Se

A structure of composition C22H22O12PdS4Se (wB97M-V/def2-TZVPD, the OMol25 dataset).

The geometry in XYZ format:
```
62
Properties=species:S:1:pos:R:3:forces:R:3
Pd -0.183 -0.772 0.271 -0.2 -0.9 0.5
O -4.038 -1.848 -1.692 0.0 0.0 0.0
S -3.667 -2.551 -0.481 0.1 0.0 0.1
O -4.232 -3.890 -0.380 0.0 0.0 0.0
O -2.266 -2.476 -0.109 0.0 -0.1 0.0
C -4.546 -1.636 0.827 0.0 0.0 0.0
C -5.782 -2.166 1.189 0.0 0.0 0.0
C -6.597 -1.549 2.122 0.0 0.0 0.0
C -6.185 -0.369 2.720 0.0 0.0 0.0
C -4.957 0.171 2.378 0.0 0.0 0.0
C -4.130 -0.452 1.445 0.0 -0.1 0.1
S -2.566 0.388 1.171 0.0 0.4 -0.4
O -1.499 -0.358 1.889 0.0 0.0 0.0
O -2.772 1.712 1.737 0.0 0.0 0.0
O -2.254 0.379 -0.254 0.0 0.0 0.0
H -6.077 -3.090 0.710 0.0 0.0 0.0
H -7.554 -1.990 2.379 0.0 0.0 0.0
H -6.808 0.130 3.453 0.0 0.0 0.0
H -4.613 1.088 2.833 0.0 0.0 0.0
O 0.429 1.736 1.444 -0.2 0.5 -0.1
S 0.021 2.157 2.807 0.2 0.1 -0.1
C -0.603 3.879 2.743 0.1 0.0 -0.2
C 0.123 4.895 1.837 -0.1 -0.2 0.0
C -0.755 5.399 0.677 0.0 0.2 0.4
C -1.022 4.442 -0.466 0.1 -0.4 -0.2
S 0.102 4.649 -1.882 -0.1 0.2 0.0
O -0.079 3.453 -2.737 0.0 0.0 -0.1
C 1.700 4.491 -1.085 -0.1 0.2 0.0
C 2.348 3.277 -1.154 0.1 -0.2 0.1
C 3.622 3.163 -0.610 -0.1 0.0 -0.1
C 4.225 4.257 -0.007 0.2 -0.3 0.0
C 3.574 5.478 0.037 0.0 0.2 0.0
C 2.314 5.604 -0.519 -0.1 0.1 -0.1
C 1.598 2.482 3.623 0.0 0.1 0.0
C 1.710 3.168 4.827 0.0 0.0 0.0
C 2.956 3.321 5.414 0.0 0.0 0.0
C 4.082 2.774 4.808 0.0 0.0 0.0
C 3.957 2.069 3.620 0.0 0.0 0.0
C 2.712 1.916 3.023 0.0 0.0 0.0
H -0.596 4.209 3.783 -0.1 0.0 0.0
H -1.638 3.724 2.433 0.0 0.0 0.0
H 1.067 4.491 1.470 -0.1 -0.1 0.0
H 0.378 5.762 2.453 0.1 0.0 0.0
H -0.332 6.326 0.273 0.0 0.0 0.1
H -1.717 5.693 1.111 0.0 0.0 0.0
H -1.990 4.645 -0.928 0.0 0.0 0.0
H -1.010 3.386 -0.191 0.1 -0.1 0.1
H 1.866 2.432 -1.630 0.0 0.0 0.0
H 4.113 2.205 -0.674 0.2 -0.2 0.1
H 5.215 4.160 0.424 0.0 0.0 0.0
H 4.053 6.337 0.494 0.0 0.0 0.0
H 1.811 6.565 -0.517 0.0 0.0 0.0
H 0.831 3.583 5.308 0.0 0.0 0.0
H 3.050 3.865 6.347 0.0 0.0 0.0
H 5.055 2.892 5.270 0.0 0.0 0.0
H 4.828 1.630 3.150 0.0 0.0 0.0
H 2.585 1.358 2.101 0.0 0.0 0.0
O 3.618 -1.007 -0.270 0.1 0.1 -0.1
Se 2.318 -1.899 0.061 0.2 0.2 0.1
O 1.078 -1.654 -1.064 -0.1 0.3 -0.1
O 1.452 -1.199 1.350 -0.1 -0.1 -0.1
O 2.662 -3.445 0.323 -0.1 -0.1 0.0
```
Positions in Å, forces in eV/Å.

- total charge = -2
- relative energy (zero: lowest compared OMol25 entry of this formula, charge and spin) (eV) = 0.9409
- HOMO energy (Ha) = -0.1236

---

# C3H13NO3

A cluster of 3 separate species, C3H13NO3 in total (wB97M-V/def2-TZVPD, the OMol25 dataset).

The geometry in XYZ format:
```
20
Properties=species:S:1:pos:R:3:forces:R:3
C 1.325 0.081 -2.443 0.2 0.8 -0.9
N 0.485 -0.092 -1.290 2.3 0.9 2.1
C -0.699 -0.857 -1.227 -2.1 -1.8 -1.5
C -1.078 -1.483 0.132 1.4 -1.0 -0.8
O -1.535 -0.576 1.110 0.3 0.0 -0.2
H 2.103 0.895 -2.212 -1.1 -1.2 -0.4
H 0.697 0.429 -3.288 0.5 -0.1 0.3
H 1.864 -0.832 -2.747 -0.1 0.2 -0.1
H 1.152 -0.208 -0.488 -1.5 -0.3 -0.7
H -1.595 -0.383 -1.754 1.0 0.3 1.0
H -0.687 -1.788 -1.839 0.7 0.2 0.0
H -1.915 -2.228 -0.124 1.4 0.7 0.7
H -0.029 -2.000 0.443 -2.6 0.7 -0.2
H -1.529 0.274 0.657 0.0 0.4 0.4
H 0.376 1.672 -0.669 0.1 -0.9 -0.8
H 0.837 2.628 0.429 -0.2 0.0 0.1
O 0.065 2.165 0.081 -0.2 1.2 1.1
H 0.839 0.615 4.069 0.6 -0.2 -0.6
H 0.202 0.124 2.808 0.7 0.0 -0.2
O 1.096 0.286 3.181 -1.3 0.2 0.7
```
Positions in Å, forces in eV/Å.

- total charge = 0
- relative energy (zero: lowest compared OMol25 entry of this formula, charge and spin) (eV) = 1.6423
- HOMO energy (Ha) = -0.3312

---

Question: Number 2 is which compound?
Answer: C3H13NO3

---

Question: What is the formula in the second record?
Answer: C3H13NO3